# 1
Formula: C21H19CrN11O4S
Source: the Open Molecules 2025 dataset
Level of theory: ωB97M-V/def2-TZVPD

Each line ends with the Löwdin spin population.
Geometry (Å):
H: -2.371 1.094 5.355  0.00
H: 5.691 1.296 0.102  0.02
C: -3.869 0.727 3.863  0.00
C: 4.187 -1.248 1.390  0.22
N: -1.230 1.961 -4.090  0.00
H: 4.299 -1.975 2.187  0.01
H: 1.301 4.028 -3.287  0.00
H: -5.140 0.435 2.154  0.00
H: -1.013 -1.874 -2.426  0.00
C: 3.010 -1.355 0.459  0.04
H: -4.577 0.203 5.711  0.00
C: 2.111 -3.170 1.891  0.00
C: 0.703 -0.696 1.234  0.01
H: -3.360 0.980 0.512  0.00
N: 1.935 -0.413 0.710  0.02
N: 0.274 0.856 -2.683  0.01
H: 3.244 -3.469 0.092  0.00
C: 1.000 1.991 -2.555  0.02
N: 0.739 -1.908 -1.200  -0.01
N: -0.228 0.034 0.427  -0.03
N: 0.337 -1.509 2.157  0.00
N: 3.391 -0.914 -0.911  0.21
H: 0.963 -2.853 3.605  0.00
C: 4.317 -0.020 -1.001  0.07
C: -1.891 1.360 2.021  0.00
O: 1.924 1.912 -1.680  0.02
C: -1.600 1.380 3.377  0.00
C: -4.145 0.701 2.491  0.00
C: -3.160 1.006 1.576  0.00
O: 0.496 2.235 1.515  0.00
C: 1.272 -2.933 -0.456  0.01
H: -2.577 1.094 -5.442  0.00
H: 4.479 0.434 -1.974  0.00
H: -2.595 2.873 -5.365  0.00
N: -4.870 0.454 4.783  0.00
C: -0.442 3.070 -4.058  0.01
H: -3.329 1.902 -4.068  0.00
C: 5.081 0.405 0.128  0.36
S: -0.598 1.577 0.853  0.00
C: 0.692 3.140 -3.336  0.00
C: 1.178 -2.512 2.597  0.00
N: 0.596 -4.043 -0.586  0.00
H: 2.626 -4.008 2.341  0.00
H: -0.601 1.642 3.700  0.00
O: -1.144 2.187 -0.335  0.00
C: -2.512 1.957 -4.786  0.00
O: -1.610 -0.181 -3.457  0.01
H: -0.792 3.902 -4.655  0.00
H: -1.089 -4.380 -1.709  0.00
N: 5.091 -0.336 1.252  0.05
Cr: 1.218 0.070 -1.033  2.94
C: -0.330 -2.423 -1.786  0.01
C: 2.464 -2.803 0.466  0.02
C: -2.588 1.073 4.293  0.00
H: -5.665 -0.062 4.449  0.00
N: -0.406 -3.696 -1.431  0.00
C: -0.887 0.802 -3.384  0.00

Results
- HOMO-LUMO gap (alpha / beta): 7.65 / 6.34 eV
- Largest force on an atom: 0.9 eV Å⁻¹
- 2S+1: 5
- Energy relative to the best compared isomer or geometry (same formula, charge and spin): 2.630 eV
- Energy: -85923.1949 eV
- LUMO (alpha / beta): -0.22 / -1.55 eV
- E_HOMO (alpha / beta): -0.2892 / -0.2897 Ha

# 2
Formula: C21H19F2N3O4S
Source: the Open Molecules 2025 dataset
Level of theory: ωB97M-V/def2-TZVPD

Each line ends with the natural charge from an NBO analysis.
Geometry (Å):
C: -0.895 -1.964 -0.140  -0.02
H: -3.690 6.743 -2.467  0.21
C: 3.284 -4.366 1.254  -0.14
S: 1.590 0.418 1.624  0.24
H: 3.945 -5.150 1.615  0.22
C: -3.564 3.322 -2.156  -0.20
C: 3.057 -3.279 2.103  -0.32
H: 1.361 -2.751 4.365  0.20
N: 0.377 -1.555 0.243  -0.31
H: 1.690 -5.207 -2.686  0.20
C: 0.287 -0.292 0.836  0.25
H: -0.051 -4.806 -2.841  0.21
H: -1.192 6.435 -2.374  0.23
C: -1.884 5.601 -2.266  -0.22
C: 2.627 -4.509 0.029  -0.34
H: -2.080 0.650 2.606  0.21
C: -1.706 1.041 1.644  -0.42
F: 2.892 2.126 -0.022  -0.31
H: -2.558 1.406 1.052  0.25
H: -4.179 2.428 -2.117  0.21
F: 1.064 2.928 0.963  -0.32
O: 0.994 4.645 -2.080  -0.62
C: 1.622 -1.750 4.018  -0.25
C: -1.252 2.007 -2.071  0.64
C: 2.159 2.137 1.128  0.48
C: -1.776 -1.065 0.354  0.00
H: -5.197 4.752 -2.301  0.20
N: -0.001 2.488 -2.331  -0.69
H: 0.972 -0.992 4.451  0.21
C: 0.774 -4.935 -2.138  -0.26
C: 2.087 -2.361 1.696  0.34
H: 2.880 2.425 1.953  0.17
H: 2.671 -1.505 4.215  0.19
C: -4.118 4.616 -2.261  -0.23
C: -2.184 3.206 -2.088  -0.16
H: -1.003 1.853 1.818  0.25
H: 3.472 -3.217 3.117  0.23
C: 1.564 -2.346 0.398  0.06
O: -1.633 0.859 -1.852  -0.71
H: -2.859 -1.068 0.362  0.25
C: 1.740 -3.499 -0.394  0.35
H: -1.079 -2.815 -0.777  0.26
H: 0.519 -5.745 -1.438  0.19
C: 0.054 3.866 -2.142  0.63
H: 2.704 -5.435 -0.540  0.23
C: -1.378 4.321 -2.114  -0.06
O: 0.914 -3.639 -1.466  -0.50
O: 1.308 -1.726 2.622  -0.54
C: -3.278 5.748 -2.338  -0.22
N: -1.051 -0.044 0.934  -0.28

Results
- HOMO-LUMO gap: 6.28 eV
- Largest force on an atom: 3.9 eV Å⁻¹
- 2S+1: 1
- Energy relative to the best compared isomer or geometry (same formula, charge and spin): 0.490 eV
- Energy: -51011.8504 eV
- LUMO: -0.71 eV
- E_HOMO: -0.2569 Ha

# 3
Formula: C21H19FIN2O5PrS
Source: the Open Molecules 2025 dataset
Level of theory: ωB97M-V/def2-TZVPD

Each line ends with the Löwdin spin population.
Geometry (Å):
C: 6.265 8.816 6.622  0.00
O: 10.443 5.681 4.340  0.00
C: 8.310 9.481 7.985  0.00
C: 10.370 10.092 9.432  0.00
H: 13.306 5.867 4.154  0.00
C: 6.713 9.833 10.147  0.00
C: 13.840 10.276 8.837  0.00
I: 14.052 9.719 6.850  0.00
H: 6.005 10.037 10.950  0.00
C: 12.660 10.214 10.875  0.00
C: 8.932 9.806 9.197  0.00
H: 16.001 10.523 8.971  0.00
C: 9.626 13.911 5.991  0.00
H: 13.372 6.806 5.634  0.00
O: 9.027 9.493 6.868  -0.01
C: 15.022 10.721 10.879  0.00
H: 6.644 7.785 6.472  0.00
H: 12.643 5.142 5.601  0.00
Pr: 10.998 9.562 6.052  2.01
C: 13.821 10.489 11.518  0.00
C: 12.160 12.950 6.629  0.00
C: 8.557 10.234 11.736  0.00
N: 11.415 9.871 8.760  0.00
C: 10.657 14.785 6.289  0.00
O: 10.849 7.247 6.123  0.00
C: 8.082 9.939 10.349  0.00
F: 10.398 16.127 6.346  0.00
H: 8.689 12.168 11.418  0.00
H: 8.669 14.365 5.756  0.00
C: 15.054 10.533 9.505  0.00
C: 6.894 9.304 7.914  0.00
O: 9.273 11.489 11.796  0.00
C: 12.613 10.131 9.482  0.00
N: 6.126 9.518 8.981  0.00
S: 11.218 6.789 4.748  0.00
C: 9.925 12.546 5.927  0.00
H: 9.195 9.461 12.126  0.00
H: 5.177 8.746 6.794  0.00
H: 9.136 11.876 5.724  0.00
H: 11.813 10.020 11.499  0.00
H: 13.703 10.486 12.578  0.00
C: 12.767 6.079 5.076  0.00
H: 12.721 15.021 6.823  0.00
H: 13.141 12.644 6.978  0.00
H: 15.924 10.919 11.450  0.00
H: 6.482 9.475 5.812  0.00
H: 10.465 10.481 10.457  0.00
O: 11.359 7.948 3.870  0.00
C: 11.914 14.330 6.608  0.00
H: 7.673 10.283 12.410  0.00
C: 11.212 12.002 6.229  -0.01

Results
- HOMO-LUMO gap (alpha / beta): 7.35 / 7.50 eV
- Largest force on an atom: 2.8 eV Å⁻¹
- 2S+1: 3
- Energy relative to the best compared isomer or geometry (same formula, charge and spin): 0.085 eV
- Energy: -71025.2496 eV
- LUMO (alpha / beta): -0.95 / -0.95 eV
- E_HOMO (alpha / beta): -0.3050 / -0.3103 Ha

# 4
Formula: C21H19IN2O7P3Pt
Source: the Open Molecules 2025 dataset
Level of theory: ωB97M-V/def2-TZVPD

Each line ends with the Löwdin spin population.
Geometry (Å):
H: 2.405 2.625 -1.995  0.00
I: 2.468 -3.876 -4.676  0.00
C: -3.143 1.101 3.986  0.01
N: 2.952 -2.314 -0.779  0.01
O: 3.365 0.303 2.857  0.00
C: -1.347 2.860 -1.239  0.00
O: 5.346 1.598 1.965  0.01
C: -2.385 -0.612 -1.074  0.07
H: -0.035 0.753 2.733  0.01
H: -4.959 0.812 2.828  0.00
C: -3.852 -2.431 -1.498  0.00
C: -3.199 0.817 1.636  0.01
C: -1.851 0.617 1.545  0.02
C: -1.128 0.793 2.749  0.01
H: 4.173 -1.967 2.693  0.00
H: 3.926 -3.989 -1.453  0.00
P: -1.038 0.195 -0.023  0.18
P: 2.355 -1.008 2.978  0.01
C: -0.663 1.744 -0.854  0.03
C: 1.833 -1.749 -2.436  0.00
C: -3.160 -1.658 -0.631  0.02
H: -1.269 4.776 -2.116  0.00
H: 3.447 -2.056 0.105  0.00
C: -1.764 0.958 3.942  0.00
C: -3.884 0.991 2.845  0.00
C: 1.374 2.685 -1.756  0.02
H: -4.679 -2.469 -3.520  0.00
H: 6.223 1.385 2.222  0.00
O: 1.372 -0.878 4.033  0.00
O: 1.937 -1.236 1.565  0.01
N: 2.103 -1.412 -1.196  0.11
O: 4.949 -0.963 1.411  0.00
O: 3.426 -2.223 3.313  0.00
Pt: 1.450 0.292 0.152  1.18
C: 3.284 -3.241 -1.748  0.00
C: 0.719 1.703 -1.031  0.09
O: 3.551 1.070 0.480  0.10
C: -3.894 -2.089 -2.872  0.03
C: 0.651 3.820 -2.169  0.01
P: 4.340 0.419 1.572  0.01
H: 1.107 4.613 -2.770  0.00
H: -1.804 0.527 -2.816  0.00
H: -2.407 2.818 -1.110  0.00
C: -0.696 3.917 -1.852  0.01
C: -2.391 -0.294 -2.434  0.03
H: 1.084 -1.226 -3.002  0.00
H: -3.622 1.223 4.968  0.00
C: 2.508 -2.930 -2.797  0.00
C: -3.143 -1.028 -3.353  0.00
H: -1.217 1.023 4.888  0.00
H: -4.515 -3.153 -1.130  0.00
H: -3.157 -1.850 0.441  0.00
H: -3.304 -0.621 -4.404  0.00
H: -3.841 0.835 0.827  0.00

Results
- HOMO-LUMO gap (alpha / beta): 5.07 / 7.86 eV
- Largest force on an atom: 3.4 eV Å⁻¹
- 2S+1: 3
- Energy relative to the best compared isomer or geometry (same formula, charge and spin): 0.984 eV
- Energy: -78618.9819 eV
- Total charge: -1
- LUMO (alpha / beta): 1.96 / 1.87 eV
- E_HOMO (alpha / beta): -0.1142 / -0.2203 Ha

# 5
Formula: C21H19N2
Source: the Open Molecules 2025 dataset
Level of theory: ωB97M-V/def2-TZVPD

Each line ends with the natural charge from an NBO analysis.
Geometry (Å):
H: 4.537 0.952 1.910  0.23
H: -0.500 -1.262 1.485  0.23
C: -0.792 3.572 3.673  0.19
H: 0.287 0.729 4.969  0.27
H: 0.312 2.743 6.570  0.45
N: -0.252 2.246 3.520  -0.32
C: -1.528 6.052 4.773  -0.17
C: 2.370 -1.524 2.687  -0.21
C: -3.835 -0.908 2.179  -0.19
H: -2.616 -2.598 1.583  0.23
N: -0.030 2.770 5.617  -0.47
C: -2.522 6.912 2.712  -0.64
H: -0.053 1.934 1.452  0.25
C: -2.633 1.149 2.559  -0.22
H: -4.786 -1.440 2.108  0.23
C: -3.823 0.422 2.613  -0.20
C: -0.574 3.887 4.998  0.08
C: -1.457 4.508 2.860  -0.24
H: -2.645 2.219 2.795  0.21
H: -0.620 5.327 6.604  0.24
C: -0.137 1.373 2.391  -0.09
C: -2.632 -1.527 1.824  -0.20
C: -1.438 -0.795 1.790  -0.20
H: -1.925 7.362 1.913  0.24
C: 1.185 0.596 2.558  -0.08
C: 3.529 -0.934 2.185  -0.19
H: 0.409 -1.152 3.547  0.22
H: -2.674 7.699 3.468  0.22
H: -1.668 4.234 1.826  0.24
H: -4.731 0.921 2.974  0.23
H: -3.511 6.671 2.315  0.24
H: -1.804 7.041 5.182  0.24
C: -1.418 0.535 2.245  -0.06
C: 3.585 0.462 2.113  -0.21
H: 2.326 -2.605 2.841  0.23
H: 2.461 2.300 2.087  0.21
C: 1.257 -0.723 3.005  -0.22
C: -1.832 5.775 3.422  0.02
C: 0.029 1.764 4.747  0.33
C: -0.890 5.108 5.571  -0.20
H: 4.390 -1.549 1.881  0.24
C: 2.409 1.225 2.250  -0.15

Results
- HOMO-LUMO gap: 8.66 eV
- Largest force on an atom: 2.4 eV Å⁻¹
- 2S+1: 1
- Energy relative to the best compared isomer or geometry (same formula, charge and spin): 0.000 eV
- Energy: -25059.3275 eV
- Total charge: +1
- SMILES string: Cc1ccc2[nH]c[n+](C(c3ccccc3)c3ccccc3)c2c1
- LUMO: -3.35 eV
- E_HOMO: -0.4414 Ha

# 6
Formula: C21H19N3O3
Source: the Open Molecules 2025 dataset
Level of theory: ωB97M-V/def2-TZVPD

Each line ends with the natural charge from an NBO analysis.
Geometry (Å):
C: -5.756 0.020 0.630  -0.19
H: 0.767 1.112 0.819  0.42
C: 5.213 -0.466 1.795  -0.22
H: 5.508 1.574 1.219  0.21
O: -1.406 -0.725 -1.705  -0.51
C: 3.934 0.686 0.094  -0.21
H: -0.189 1.534 -1.901  0.25
H: 0.988 -0.470 -2.757  0.23
H: 4.736 -2.525 2.180  0.21
C: 0.278 0.841 -1.193  -0.15
C: -6.874 0.592 1.280  0.27
O: 1.223 3.462 -1.232  -0.63
C: 3.199 -0.483 -0.110  -0.03
O: -0.904 -0.451 0.463  -0.60
H: 1.096 -2.777 -1.185  0.21
N: 2.661 -2.632 0.247  -0.52
C: -5.166 0.676 -0.450  -0.15
C: 4.928 0.679 1.045  -0.24
C: 1.679 3.453 1.137  -0.72
H: -5.563 1.622 -0.785  0.23
H: 2.113 0.830 -2.310  0.24
C: -4.152 -1.755 0.434  -0.19
C: 4.512 -1.638 1.607  -0.23
C: 1.834 -2.145 -0.728  -0.02
C: 3.506 -1.638 0.649  0.11
H: 2.647 -3.569 0.610  0.41
H: 0.847 3.500 1.836  0.23
N: -7.783 1.054 1.805  -0.30
C: 1.212 2.866 -0.176  0.69
H: -5.704 -1.701 1.910  0.23
H: -1.904 -2.463 -0.704  0.20
H: 6.001 -0.430 2.532  0.21
H: 2.461 2.830 1.566  0.23
C: 1.420 0.083 -1.922  -0.42
H: 2.063 4.455 0.969  0.24
C: -5.245 -1.201 1.070  -0.15
H: -3.749 -2.694 0.782  0.22
N: 0.766 1.593 -0.067  -0.63
C: -4.079 0.108 -1.082  -0.17
C: -2.375 -1.711 -1.346  -0.10
H: -2.673 -2.168 -2.294  0.21
H: -3.616 0.611 -1.919  0.22
H: 3.727 1.573 -0.486  0.22
C: -3.564 -1.109 -0.646  -0.03
C: -0.740 -0.166 -0.695  0.81
C: 2.126 -0.837 -0.985  -0.13

Results
- HOMO-LUMO gap: 8.32 eV
- Largest force on an atom: 0.9 eV Å⁻¹
- 2S+1: 1
- Energy relative to the best compared isomer or geometry (same formula, charge and spin): 0.379 eV
- Energy: -32699.4774 eV
- SMILES string: CC(=O)N[C@@H](Cc1c[nH]c2ccccc12)C(=O)OCc1ccc(C#N)cc1
- LUMO: 0.20 eV
- E_HOMO: -0.2984 Ha

# 7
Formula: C21H19N4O4Ru
Source: the Open Molecules 2025 dataset
Level of theory: ωB97M-V/def2-TZVPD

Each line ends with the Löwdin spin population.
Geometry (Å):
C: -1.119 -1.373 2.710  0.00
H: -3.527 -2.125 -0.423  0.00
H: -4.248 -1.953 -2.544  0.00
H: 5.737 0.229 -0.061  0.00
C: 2.583 0.967 -0.976  0.00
H: -3.142 -1.262 1.924  0.00
Ru: 0.022 -0.502 0.187  0.84
C: -0.249 0.865 2.866  0.00
C: 0.208 2.098 2.279  0.00
H: -3.894 -1.700 -4.969  0.00
H: 5.759 1.776 -1.617  0.00
H: 4.315 2.799 -1.814  0.00
H: -1.619 -1.143 -5.809  0.00
O: -0.366 1.439 0.028  0.03
H: 0.257 -0.843 -4.235  0.00
C: 4.658 0.160 -0.020  0.00
C: -0.735 -1.092 -3.883  0.00
H: -0.403 0.844 3.947  0.00
N: -0.549 -0.157 2.168  0.00
H: 0.721 2.934 4.184  0.00
O: 0.150 -1.055 -1.738  0.04
H: 1.310 5.162 3.276  0.00
H: -2.418 -2.878 1.861  0.00
H: -1.520 -1.227 3.716  0.00
H: 1.060 5.571 0.838  0.00
C: 4.700 1.783 -1.863  0.00
C: -3.266 -1.704 -2.930  0.00
N: -1.743 -1.536 0.377  0.01
C: -0.904 -1.208 -2.481  0.00
C: 0.643 3.134 3.120  0.00
H: 4.552 -1.280 1.546  0.00
H: 0.276 3.774 -0.664  0.00
C: -1.785 -1.257 -4.744  0.00
O: 1.829 -1.404 1.462  0.07
C: -2.526 -1.736 -0.627  0.00
C: 0.963 4.373 2.623  0.00
N: 1.957 0.168 -0.066  -0.01
H: 4.555 1.416 -2.878  0.00
O: 2.036 1.681 -1.790  0.00
C: -3.074 -1.569 -4.276  0.00
C: 2.591 -0.658 0.786  0.00
C: 0.066 2.323 0.887  0.00
C: 4.024 -0.652 0.849  0.00
C: 0.376 3.610 0.400  0.00
C: -2.212 -1.524 -2.005  0.00
C: 0.817 4.598 1.247  0.00
C: -2.216 -1.813 1.739  0.00
H: -0.324 -2.121 2.746  0.00
N: 3.993 0.942 -0.909  0.00

Results
- HOMO-LUMO gap (alpha / beta): 7.61 / 7.44 eV
- Largest force on an atom: 0.9 eV Å⁻¹
- 2S+1: 2
- Energy relative to the best compared isomer or geometry (same formula, charge and spin): 0.428 eV
- Energy: -38818.7368 eV
- LUMO (alpha / beta): 0.05 / -0.03 eV
- E_HOMO (alpha / beta): -0.2780 / -0.2743 Ha

# 8
Formula: C21H19N4OSTc
Source: the Open Molecules 2025 dataset
Level of theory: ωB97M-V/def2-TZVPD

Each line ends with the Löwdin spin population.
Geometry (Å):
O: -0.140 -0.763 2.352  0.01
N: -3.821 2.829 -0.510  0.00
C: 4.246 0.679 -1.027  0.00
C: -0.239 -2.730 -0.883  0.06
C: -2.642 2.209 -0.751  0.00
H: 2.326 -0.665 2.491  0.00
C: -4.040 4.132 -0.767  0.00
N: 0.893 -0.741 -0.405  0.02
H: -5.029 4.503 -0.535  0.00
H: 2.180 -3.272 -2.209  0.00
C: -0.428 -4.008 -1.370  0.00
H: -4.591 2.282 -0.138  0.00
H: -3.210 5.945 -1.511  0.00
H: 4.122 -1.750 -2.221  0.00
C: -1.284 -2.101 -0.145  0.01
C: -3.031 4.901 -1.297  0.00
C: 0.973 -1.931 -1.032  0.01
S: -2.648 0.452 -0.502  0.01
H: 0.943 1.684 0.767  0.00
C: -2.663 -4.048 -0.393  -0.01
C: 2.135 -2.318 -1.705  0.00
H: 0.384 -0.947 5.479  0.00
C: -1.637 -4.656 -1.123  0.10
C: 0.553 -0.791 3.449  0.00
C: -2.506 -2.766 0.089  0.06
H: -0.999 4.881 -1.983  0.00
H: 2.451 -0.775 4.211  0.00
C: 4.143 1.876 -0.377  0.00
Tc: -0.825 -0.395 0.564  0.69
C: 1.862 1.378 0.269  0.00
H: 5.160 0.402 -1.538  0.00
H: 4.976 2.565 -0.365  0.00
C: 3.210 -1.469 -1.708  0.00
C: -1.807 4.301 -1.555  0.00
H: 2.870 3.179 0.783  0.00
H: -3.586 -4.586 -0.221  0.00
H: 0.342 -4.518 -1.933  0.00
H: -1.788 -5.657 -1.508  0.00
C: 3.152 -0.221 -1.045  0.00
C: 1.959 0.138 -0.388  0.00
H: -3.308 -2.286 0.636  0.00
H: -1.098 -0.982 4.592  0.00
C: 2.941 2.225 0.276  0.00
C: -1.609 2.949 -1.283  0.00
N: -0.094 -0.895 4.592  0.00
H: -0.669 2.468 -1.512  0.00
N: 1.871 -0.709 3.388  0.00

Results
- HOMO-LUMO gap (alpha / beta): 5.83 / 6.19 eV
- Largest force on an atom: 1.0 eV Å⁻¹
- 2S+1: 2
- Energy relative to the best compared isomer or geometry (same formula, charge and spin): 0.000 eV
- Energy: -43101.8955 eV
- Total charge: +3
- LUMO (alpha / beta): -11.40 / -11.29 eV
- E_HOMO (alpha / beta): -0.6332 / -0.6424 Ha